Record 1
27
Properties=species:S:1:pos:R:3:lowdin_charge:R:1 method="wB97M-V/def2-TZVPD" s_squared=0.787 total_charge=+1 homo_energy_ev="-12.9 / -13.0" e_above_lowest_kcal_mol=72.1 gap_ev="8.7098 / 5.8568" multiplicity=2
N 0.768 -2.118 -2.142 0.1704
C -0.455 0.428 3.327 -0.1800
C -0.963 -1.160 -1.012 -0.1739
C 2.309 -0.085 -2.373 0.0973
C 1.677 1.465 -0.620 0.0352
C -2.264 -0.696 -0.439 -0.0155
C -0.016 -0.137 -1.388 -0.1149
C -0.441 -2.372 -1.410 0.0556
C 0.285 1.093 -0.817 0.0589
C 1.072 -0.781 -2.081 -0.1475
C -0.859 1.409 2.282 -0.1933
C 2.672 0.942 -1.469 -0.0134
H -0.519 1.645 -0.446 0.0988
H 1.760 2.016 0.299 0.1237
H -2.036 1.272 2.098 0.1199
H -1.403 -0.149 3.804 0.1174
H 3.612 1.393 -1.291 0.1112
H -0.126 0.962 4.176 0.0353
H -2.999 -1.608 -0.603 0.1345
H -2.581 0.251 -0.890 0.1001
H -0.802 2.473 2.537 0.0789
H -0.886 -3.232 -1.261 0.0827
H -0.310 1.372 1.427 -0.0379
H 0.313 -0.378 3.042 0.0894
H 1.398 -2.862 -2.424 0.1806
H 3.077 -0.425 -2.988 0.1042
H -2.284 -0.722 0.664 0.0823



Record 2
30
Properties=species:S:1:pos:R:3:lowdin_charge:R:1 method="wB97M-V/def2-TZVPD" total_charge=-1 homo_energy_ev="-2.3 / -2.3" e_above_lowest_kcal_mol=31.9 gap_ev="5.3333 / 5.3341"
S 0.587 -2.855 1.181 0.9952
O -1.836 0.577 -1.744 -0.3024
N -0.755 0.243 -0.919 -0.2063
N -1.036 0.015 1.624 0.1701
C 2.041 -3.473 0.436 -0.4002
C -0.854 -0.885 -0.174 -0.3952
C 0.336 -1.718 -0.140 -0.5116
C 2.215 -2.917 -0.805 -0.1896
C -0.630 2.270 2.136 -0.0833
C -0.153 1.391 -0.248 -0.4069
C -2.057 -1.862 -0.277 -0.0636
C -0.610 1.129 1.283 -0.4598
C 1.395 1.317 -0.283 -0.0402
C -0.660 2.725 -0.834 -0.0407
C 1.200 -1.976 -1.142 -0.1361
H 1.592 1.148 -1.307 0.0601
H 2.632 -4.057 1.014 0.0044
H 3.023 -3.013 -1.409 0.0536
H -2.386 -1.948 -1.316 0.0584
H -1.332 3.302 -0.197 0.0538
H -2.969 -1.507 0.399 0.1012
H 0.361 2.855 2.014 0.1108
H 1.208 -1.289 -2.049 0.1395
H -0.862 2.022 3.148 0.0611
H -1.331 2.955 1.645 0.0620
H -1.326 2.489 -1.730 0.0884
H -1.831 -2.896 0.251 0.0666
H 0.233 3.314 -0.920 0.0536
H 1.965 2.164 -0.031 0.0398
H 1.841 0.480 0.394 0.1170



Record 3
29
Properties=species:S:1:pos:R:3:lowdin_charge:R:1 method="wB97M-V/def2-TZVPD" homo_energy_ev=-7.6 e_above_lowest_kcal_mol=107.6 gap_ev=8.3649
N 3.222 -1.622 0.284 0.1771
N 2.210 -1.131 0.065 -0.1010
N 4.251 1.452 0.229 0.0919
C -1.737 -0.424 -0.978 -0.2937
C -0.518 -0.002 -1.779 -0.1184
C -0.216 -1.455 0.618 -0.2479
C -1.455 -1.756 -0.189 -0.1255
C 3.923 0.719 -0.652 -0.0337
C 0.355 1.382 0.300 -0.1117
C -0.802 -0.474 1.668 -0.1333
C -0.996 0.896 0.980 -0.3336
C -2.091 0.753 -0.057 -0.1400
C 0.677 0.375 -0.836 -0.2728
C 0.987 -0.873 -0.120 -0.2578
H 0.199 -2.399 1.227 0.1768
H 0.104 -0.169 2.417 0.1553
H -2.202 1.672 -0.713 0.1349
H -1.293 -2.489 -0.922 0.0880
H 1.284 1.422 0.999 0.1265
H 4.473 2.058 0.931 0.0331
H -0.126 -0.730 -2.651 0.1650
H -2.545 -0.635 -1.585 0.1055
H -3.027 0.654 0.495 0.1157
H -1.255 1.719 1.714 0.1435
H 1.450 0.872 -1.514 0.1319
H -2.388 -2.181 0.340 0.1482
H -1.760 -0.904 2.182 0.1453
H 0.061 2.449 -0.013 0.1289
H -0.786 0.821 -2.440 0.1019



Record 4
29
Properties=species:S:1:pos:R:3:lowdin_charge:R:1 method="wB97M-V/def2-TZVPD" homo_energy_ev="-7.1 / -7.1" e_above_lowest_kcal_mol=110.4 gap_ev="7.4167 / 7.4142"
N -1.514 -1.119 -0.030 -0.1642
N -1.319 0.843 -2.946 0.1419
N -0.160 -1.215 -0.039 0.0705
C 2.946 0.040 1.387 -0.1062
C -2.342 -1.478 -1.206 -0.0373
C 0.488 1.139 0.451 -0.0872
C -2.288 -0.449 0.836 -0.0840
C -1.823 -0.023 2.183 -0.0615
C 1.171 0.240 -2.708 -0.0697
C -0.191 0.662 -2.917 -0.2661
C 1.976 -0.727 0.804 -0.0560
C 0.692 -0.254 0.410 -0.3345
C 2.795 1.425 1.287 -0.1020
C 1.575 1.953 0.763 -0.0865
H 3.681 1.952 1.708 0.0998
H 1.905 1.120 -2.398 0.1443
H -1.269 0.981 2.385 0.1200
H -3.147 -2.033 -0.762 0.0752
H 1.345 3.031 0.513 0.1179
H 1.452 -0.188 -3.593 0.0380
H 2.220 -1.714 0.793 0.0703
H -1.705 -2.272 -1.724 0.1116
H -2.636 0.177 2.765 0.0355
H -0.358 1.560 0.162 0.0546
H 1.313 -0.585 -2.021 0.0648
H 3.778 -0.519 1.724 0.0911
H -3.315 -0.436 0.830 0.0921
H -1.077 -0.655 2.554 0.0692
H -2.611 -0.712 -1.952 0.0582



Record 5
28
Properties=species:S:1:pos:R:3:lowdin_charge:R:1 method="wB97M-V/def2-TZVPD" homo_energy_ev=-8.2 e_above_lowest_kcal_mol=122.2 gap_ev=8.9673
O 1.188 -2.194 1.830 -0.1434
N -2.477 2.151 -0.980 0.0106
C 0.703 -1.582 -0.457 -0.2310
C 0.589 -1.936 3.126 -0.1354
C -0.028 0.534 -1.278 -0.1757
C 0.215 0.148 1.211 0.0276
C -0.748 2.339 0.353 -0.1419
C 1.458 -2.817 -0.848 -0.0588
C -0.022 0.997 0.069 -0.1747
C 0.653 -1.124 0.837 -0.1440
C 0.277 -0.784 -1.562 0.0258
C -1.135 2.675 -1.012 -0.4206
C -0.295 1.804 -2.052 -0.0642
H -1.690 1.935 1.225 0.1929
H 0.560 2.520 -1.950 0.1343
H 2.583 -2.712 -0.480 0.1381
H 0.700 -2.867 3.602 0.0407
H 1.307 -1.229 3.973 0.1575
H -0.869 1.840 -2.939 0.1000
H -2.992 2.475 -0.291 -0.0086
H -1.199 3.660 -1.480 0.1341
H -0.450 -1.625 3.148 0.0724
H -2.561 1.081 -1.190 0.1477
H 0.878 -3.639 -0.470 0.0636
H -0.082 3.066 1.075 0.1483
H -0.009 -1.111 -2.523 0.1065
H 0.286 0.642 2.154 0.1084
H 1.379 -3.068 -1.949 0.0898



Record 6
28
Properties=species:S:1:pos:R:3:lowdin_charge:R:1 method="wB97M-V/def2-TZVPD" homo_energy_ev=-7.7 e_above_lowest_kcal_mol=40.1 gap_ev=8.5898
O -1.744 1.902 -2.005 -0.0944
N 1.331 0.061 1.644 0.0729
C -1.507 2.865 -0.985 -0.3145
C 0.396 -2.533 -0.631 -0.0332
C 1.537 0.107 -0.863 -0.0191
C -2.465 4.076 -1.036 -0.1054
C 1.040 -0.934 2.596 -0.0720
C 0.591 -1.866 -1.806 -0.1269
C 1.288 -0.537 0.373 -0.2089
C 0.749 -2.106 1.988 -0.2239
C 1.043 -0.548 -1.991 -0.0972
C 0.820 -3.505 2.517 -0.0549
C 0.820 -1.838 0.512 -0.1354
H 0.881 0.033 -2.900 0.1021
H 1.818 1.163 -0.915 0.1045
H 1.352 -4.182 1.859 0.0773
H 1.614 0.936 2.024 0.1315
H 1.416 -3.360 3.441 0.0819
H -2.814 4.398 -2.021 0.0634
H -0.444 3.289 -0.967 0.1209
H -3.342 3.795 -0.402 0.0766
H -1.874 2.310 -0.126 0.1047
H 0.029 -3.529 -0.456 0.1087
H -0.161 -3.850 2.801 0.0674
H -1.987 4.997 -0.604 0.0773
H 0.515 -2.440 -2.778 0.1146
H -1.932 2.093 -2.917 0.0731
H 1.028 -0.796 3.648 0.1091



Record 7
30
Properties=species:S:1:pos:R:3:lowdin_charge:R:1 method="wB97M-V/def2-TZVPD" homo_energy_ev="-8.5 / -8.8" e_above_lowest_kcal_mol=120.7 gap_ev="6.9230 / 8.6493"
S -0.867 -0.284 4.019 0.8488
O -1.515 -1.560 3.968 -0.4373
O 0.432 -0.182 4.763 -0.4192
N 2.185 -0.740 4.028 0.1368
C 2.039 -1.716 3.330 -0.1111
C -0.180 0.477 -2.066 -0.5589
C -1.077 -0.663 0.047 -0.0240
C -1.207 -0.766 1.387 -0.1056
C 0.629 1.626 -2.551 -0.0982
C 0.226 1.148 1.655 -0.0443
C -0.343 0.394 -0.518 -0.2065
C -0.530 0.131 2.188 -0.3040
C 0.541 -0.763 -2.584 -0.0907
C -1.686 0.612 -2.581 -0.0097
C 0.199 1.322 0.254 -0.0424
H 2.977 -2.197 3.148 0.0792
H -2.103 1.603 -2.569 0.0863
H 0.661 1.532 -3.719 0.1267
H 0.590 2.018 2.280 0.1402
H 1.438 -0.909 -1.843 0.1085
H -2.222 -0.053 -2.072 0.0117
H -1.476 -1.403 -0.718 0.1415
H 0.755 2.163 -0.209 0.1204
H 0.097 2.542 -2.357 0.0760
H 0.086 -1.865 -2.570 0.1106
H 1.075 -0.711 -3.646 0.1113
H 1.145 -1.986 2.797 0.0742
H -1.733 -1.618 1.790 0.1057
H 1.634 1.535 -2.061 0.1040
H -1.771 0.313 -3.591 0.0703



Record 8
29
Properties=species:S:1:pos:R:3:lowdin_charge:R:1 method="wB97M-V/def2-TZVPD" homo_energy_ev="-4.1 / -4.1" e_above_lowest_kcal_mol=15.9 gap_ev="4.1307 / 4.1303"
Sc -0.261 0.051 -1.023 0.5145
P 1.109 -2.274 -0.552 0.6474
N -1.585 1.242 0.247 -0.0063
C 0.099 -0.359 3.714 -0.0814
C 0.322 1.122 1.744 -0.0502
C 0.867 0.461 2.861 -0.0719
C -1.835 0.112 2.367 -0.0465
C -1.052 0.889 1.523 -0.3412
C 0.544 -0.828 -3.097 -0.2390
C 1.525 -0.008 -2.290 -0.3847
C -1.267 -0.556 3.452 -0.0720
C 1.101 1.339 -2.404 -0.2436
C -0.185 1.329 -2.934 -0.2881
C -0.683 0.052 -3.212 -0.2495
H 2.534 0.004 -1.834 0.0888
H -1.763 -0.050 -3.360 0.0903
H -2.858 -0.034 2.029 0.1138
H -0.581 2.287 -3.186 0.0945
H -1.933 -1.144 4.097 0.1120
H 1.557 2.271 -2.089 0.1001
H 0.279 -3.053 0.307 -0.1580
H 0.964 1.753 1.084 0.1283
H -1.230 2.122 -0.135 0.1137
H 0.679 -1.812 -3.736 0.1045
H 1.911 0.633 3.125 0.1087
H -2.545 1.016 -0.055 0.1290
H 2.299 -2.292 0.293 -0.1338
H 1.482 -3.342 -1.499 -0.0872
H 0.504 -0.932 4.560 0.1080



Record 9
29
Properties=species:S:1:pos:R:3:lowdin_charge:R:1 method="wB97M-V/def2-TZVPD" total_charge=-1 homo_energy_ev=-4.9 e_above_lowest_kcal_mol=0.0 gap_ev=8.4544
Si 1.145 -0.715 0.002 0.5751
O -0.618 -2.224 0.004 -0.0578
O -2.800 -2.350 -0.211 0.0157
C -0.920 1.436 1.202 -0.1041
C -2.648 0.830 -0.361 -0.1862
C 2.588 0.590 0.013 -0.2286
C -0.613 1.911 -0.210 -0.2020
C -1.728 -0.267 0.062 -0.1657
C 1.882 -1.596 1.565 -0.1864
C -0.279 0.545 0.203 -0.2566
C -1.756 -1.751 -0.086 -0.6858
C 1.503 -1.507 -1.740 -0.1643
C -1.910 1.927 -0.992 -0.1323
C -2.269 0.677 1.062 -0.0974
H 1.702 -2.667 1.846 0.0247
H 0.638 -1.310 -2.392 0.0210
H -1.682 1.706 -2.079 0.1302
H -2.941 0.402 1.811 0.1170
H -2.334 2.966 -0.965 0.1192
H 1.477 -2.621 -1.591 0.0392
H 2.296 -1.047 -2.223 -0.0269
H -0.199 1.733 2.060 0.1528
H 1.431 -0.986 2.453 0.0525
H -3.668 0.612 -0.747 0.1588
H 3.593 0.131 -0.079 0.0290
H 0.206 2.553 -0.301 0.1118
H 2.530 1.092 0.957 0.0071
H 2.925 -1.382 1.412 -0.0216
H 2.449 1.314 -0.677 -0.0382



Record 10
33
Properties=species:S:1:pos:R:3:lowdin_charge:R:1 method="wB97M-V/def2-TZVPD" total_charge=-1 homo_energy_ev=-3.7 e_above_lowest_kcal_mol=1.6 gap_ev=6.8850
Ag 0.178 -0.087 0.233 0.5177
Cl -2.368 0.176 -1.182 0.5969
Cl -1.031 -5.136 -1.031 0.5943
S -0.032 -2.072 -1.432 0.4074
O 2.733 0.783 -0.795 -0.2274
O 0.671 2.969 -0.790 -0.2004
C 2.078 3.082 -0.842 -0.2148
C -4.049 -1.830 -0.651 -0.1493
C -2.153 -3.799 -0.894 -0.6841
C 0.494 0.318 2.328 -0.3178
C 0.136 3.395 0.451 -0.1253
C 3.403 -0.251 -0.100 -0.1348
C 2.839 2.010 -0.106 -0.2452
C -2.729 -1.524 -0.944 -0.6760
C -4.430 -3.150 -0.481 -0.1237
C -1.693 -2.474 -1.071 -0.7897
C -3.468 -4.138 -0.613 -0.1540
H 4.483 -0.055 -0.059 0.0812
H -0.389 0.771 2.793 -0.0804
H -4.767 -1.024 -0.562 0.0901
H 0.677 -0.640 2.820 -0.0811
H 3.009 -0.346 0.917 0.0682
H 2.353 3.041 -1.896 0.1276
H 2.385 4.060 -0.446 0.1170
H -5.459 -3.403 -0.253 0.0908
H 3.894 2.322 -0.046 0.1239
H 0.394 4.446 0.643 0.0819
H 1.351 0.973 2.548 -0.0846
H 3.220 -1.184 -0.628 0.0801
H -0.947 3.295 0.385 0.0860
H 0.474 2.769 1.278 0.0459
H -3.723 -5.183 -0.492 0.0883
H 2.463 1.888 0.917 0.0914



Record 11
37
Properties=species:S:1:pos:R:3:lowdin_charge:R:1 method="wB97M-V/def2-TZVPD" total_charge=+4 homo_energy_ev="-23.2 / -23.2" e_above_lowest_kcal_mol=112.6 gap_ev="4.9931 / 5.0679"
Bi -0.418 -1.602 0.323 1.2596
I 2.001 3.211 0.735 1.0953
I 1.699 -3.450 -0.185 0.8308
S 0.862 0.113 -1.228 0.7015
Al 0.420 1.387 0.634 -0.5898
O 0.550 -0.023 1.792 -0.4493
O -2.857 -2.460 3.209 0.1902
O -2.138 2.438 2.395 0.4490
O -2.354 2.084 -0.746 0.3416
O -3.534 -2.507 -1.710 0.2073
C -1.472 2.110 1.461 -0.0288
C -1.192 0.387 -3.200 -0.0589
C 0.715 -1.259 -3.582 -0.0849
C 0.831 -0.362 3.212 -0.4422
C -1.489 1.909 0.090 -0.2126
C 2.299 -0.162 3.520 -0.0089
C -0.102 0.358 4.182 -0.0134
C -2.206 -2.212 2.309 -0.0522
C 0.306 0.131 -3.103 -0.7319
C 1.143 1.235 -3.739 -0.0534
C -2.539 -2.132 -1.287 -0.0512
H 2.484 -0.583 4.519 0.1300
H 0.508 -1.327 -4.659 0.1379
H -1.792 -0.367 -2.659 0.0369
H -1.464 0.348 -4.271 0.1452
H 2.587 0.897 3.532 0.0996
H 0.138 1.434 4.237 0.1107
H 0.171 -2.064 -3.067 0.0648
H 1.789 -1.423 -3.416 0.1012
H 0.040 -0.081 5.189 0.1348
H 2.929 -0.702 2.805 0.0988
H -1.153 0.219 3.893 0.0737
H 2.209 1.032 -3.587 0.1075
H 0.648 -1.442 3.317 0.1351
H 0.888 2.207 -3.302 0.1021
H 0.960 1.282 -4.820 0.1381
H -1.467 1.375 -2.796 0.0859



Record 12
33
Properties=species:S:1:pos:R:3:lowdin_charge:R:1 method="wB97M-V/def2-TZVPD" homo_energy_ev=-5.5 gap_ev=5.3408
Br 0.045 5.946 -4.068 0.7515
K 0.484 -0.170 0.122 0.7353
O -0.822 -0.929 3.398 -0.0195
O -0.106 1.208 3.203 -0.0319
N -0.024 2.034 -1.500 -0.0226
C 0.240 4.409 -1.649 -0.0937
C -2.376 1.816 3.549 -0.0221
C 0.208 3.222 -0.945 -0.1315
C -1.121 1.236 4.216 -0.5073
C -0.315 -0.692 5.705 -0.0189
C -0.248 2.007 -2.814 -0.1431
C -0.695 2.150 5.360 -0.0131
C -2.692 -0.718 4.921 -0.0115
C -0.242 3.125 -3.622 -0.1019
C 0.012 4.355 -3.022 -0.6618
C -1.275 -0.268 4.586 -0.5056
B -0.024 -0.072 2.664 -0.6714
H -0.260 -1.777 5.712 0.0901
H -0.443 1.032 -3.241 0.1112
H -0.640 -0.341 6.681 0.0849
H -3.171 1.991 4.270 0.0850
H -0.427 3.048 -4.681 0.1037
H 0.375 3.218 0.125 0.1175
H 0.279 1.871 5.748 0.0806
H -1.426 2.110 6.163 0.0885
H -3.365 -0.567 4.083 0.0789
H -2.102 2.760 3.083 0.0857
H -2.728 1.147 2.766 0.0865
H 0.435 5.348 -1.156 0.1061
H -2.681 -1.780 5.154 0.0874
H -3.065 -0.170 5.781 0.0878
H 0.682 -0.316 5.493 0.0899
H -0.632 3.171 4.991 0.0854



no.,strongest force on any atom (eV/A),DFT total energy (a.u.)
1,6.36,-482.52157
2,3.71,-1010.93616
3,5.44,-592.24958
4,5.09,-592.24513
5,8.24,-557.95106
6,3.84,-558.08193
7,4.36,-1031.35974
8,3.29,-1584.78457
9,4.70,-868.09335
10,0.67,-2044.76951
11,11.18,-2253.65369
12,1.24,-3832.80985